No. 1
Below is a cluster of 8 separate species, C56H122N6O8 in total in a non-equilibrium geometry, with properties calculated with ωB97M-V/def2-TZVPD.

Structure (ORCA input):
```
! wB97M-V def2-TZVPD RIJCOSX def2/J DEFGRID3
* xyz 0 1
C -5.95546 4.07721 -3.88846
C -4.47618 4.48757 -3.79895
C -3.93328 4.67839 -5.21644
C -4.50863 5.85226 -3.07611
C -3.09974 6.24289 -2.63782
C -2.53987 5.16823 -1.75217
C -2.48775 3.73306 -2.36771
C -1.29044 3.68781 -3.30735
C -2.20895 2.74128 -1.22808
N -3.77918 3.47156 -3.02274
O -3.83753 2.17929 -3.61874
H -6.59858 4.92469 -4.12452
H -6.15908 3.26923 -4.59294
H -6.25008 3.72509 -2.89534
H -4.61886 5.28517 -5.81280
H -2.98438 5.21518 -5.24681
H -3.80785 3.71122 -5.70535
H -5.01116 6.61485 -3.66849
H -5.08713 5.71254 -2.15638
H -2.50509 6.43576 -3.53646
H -3.07616 7.21858 -2.14375
H -3.01388 5.08025 -0.77061
H -1.52320 5.49433 -1.50143
H -1.29298 4.60253 -3.90241
H -1.30598 2.91240 -4.07729
H -0.39513 3.61552 -2.69177
H -2.94284 2.63549 -0.42876
H -1.36889 3.18170 -0.68195
H -1.94739 1.82557 -1.75656
H -4.55251 1.80162 -3.09312
C 0.82988 -6.84475 0.24648
C 1.97735 -5.90522 0.73255
C 3.14753 -6.79688 1.19270
C 2.43246 -5.05744 -0.46368
C 3.20543 -3.78515 -0.13525
C 2.33419 -3.00523 0.87859
C 1.89219 -3.71716 2.15900
C 3.16268 -3.72878 3.08763
C 0.70514 -2.99352 2.75000
N 1.50898 -5.09898 1.84802
O 0.97241 -5.79028 2.93871
H 1.25194 -7.67332 -0.31702
H 0.36079 -7.15800 1.17744
H 0.16295 -6.22946 -0.35366
H 3.85521 -6.22542 1.79133
H 2.74652 -7.65319 1.74164
H 3.65903 -7.25445 0.34314
H 3.06262 -5.73266 -1.04985
H 1.60336 -4.81510 -1.13494
H 4.19593 -4.04952 0.24314
H 3.32862 -3.22335 -1.06100
H 1.50873 -2.65587 0.25634
H 2.96180 -2.16934 1.18810
H 3.37633 -2.70565 3.39888
H 4.04295 -4.14923 2.60371
H 2.97203 -4.34180 3.97277
H 0.11053 -2.61061 1.92332
H 1.01357 -2.19211 3.43339
H 0.09737 -3.55165 3.46065
H 1.72484 -5.96406 3.52861
C -3.84683 -0.06243 2.20212
C -4.02361 -1.21373 3.21743
C -5.00221 -2.22357 2.61401
C -2.65332 -1.90376 3.42793
C -2.56595 -2.73733 4.68138
C -2.93327 -1.83280 5.84336
C -4.35291 -1.22043 5.81686
C -5.41400 -2.23032 6.29954
C -4.24982 -0.10752 6.83321
N -4.53047 -0.62724 4.47672
O -5.84027 -0.11647 4.34172
H -3.04192 -0.16131 1.47298
H -4.79084 0.08938 1.67891
H -3.62867 0.86171 2.74322
H -4.43525 -2.77304 1.85951
H -5.37470 -2.93551 3.35028
H -5.81812 -1.71686 2.10340
H -2.50725 -2.55555 2.56285
H -1.85092 -1.16138 3.39207
H -3.27156 -3.57379 4.67333
H -1.56909 -3.13550 4.87034
H -2.12028 -1.13875 6.07192
H -2.90482 -2.45743 6.74696
H -6.00770 -2.59082 5.46163
H -6.01703 -1.86526 7.12976
H -4.92680 -3.10564 6.73946
H -5.23836 0.36258 6.93947
H -3.57536 0.72021 6.61178
H -4.03518 -0.49845 7.83038
H -5.74474 0.82985 4.49907
C 1.50008 -5.79851 -5.15882
C 0.19314 -4.98480 -5.40115
C -0.90189 -5.95921 -5.85528
C -0.20626 -4.42666 -4.04626
C 0.59760 -3.17696 -3.61439
C 0.47478 -2.15154 -4.75455
C 1.06755 -2.65109 -6.09107
C 0.50474 -1.59626 -7.08320
C 2.57356 -2.61057 -6.10150
N 0.40032 -3.91641 -6.37067
O 0.50800 -4.33457 -7.70768
H 1.98159 -6.10596 -6.10044
H 2.27555 -5.20330 -4.67762
H 1.37642 -6.78206 -4.70175
H -0.61899 -6.33431 -6.83850
H -1.13434 -6.74516 -5.13778
H -1.87374 -5.47246 -5.98097
H -1.25717 -4.11902 -4.06953
H -0.16975 -5.20013 -3.27706
H 0.31822 -2.64081 -2.70373
H 1.65626 -3.38020 -3.41159
H 1.18071 -1.37071 -4.44758
H -0.56130 -1.82784 -4.69594
H 0.57838 -1.89489 -8.12866
H 1.06326 -0.66953 -6.93560
H -0.54872 -1.41971 -6.87707
H 2.93654 -3.26613 -5.30538
H 2.90056 -1.60981 -5.82015
H 2.94508 -2.89122 -7.08607
H 1.34557 -4.82521 -7.76550
C -0.50919 5.34758 6.05020
C 0.05446 3.94363 5.85749
C 1.54401 3.77613 6.24486
C -0.84891 3.07229 6.83822
C -0.70279 1.61282 6.59702
C -0.96910 1.21600 5.14474
C -0.18435 2.01346 4.10512
C 1.14150 1.35111 3.87840
C -1.00675 2.00256 2.78560
N -0.14347 3.43391 4.48936
O 0.27479 4.30121 3.48180
H -0.33013 5.81229 5.06458
H -1.58639 5.47355 6.11516
H 0.06498 6.02096 6.68382
H 2.15424 4.01895 5.37464
H 1.81732 4.43503 7.07370
H 1.77718 2.77868 6.61389
H -0.55969 3.42627 7.82745
H -1.87317 3.36117 6.59357
H 0.28904 1.27732 6.92473
H -1.39110 1.03417 7.22354
H -2.04309 1.36254 4.98487
H -0.78344 0.14537 5.05775
H 1.78849 1.91181 3.18513
H 1.17358 0.34080 3.47618
H 1.77713 1.44230 4.76797
H -0.52154 2.59148 2.01085
H -2.01063 2.37030 2.98312
H -0.99725 0.97426 2.41155
H 1.24771 4.27649 3.45591
C 4.45832 3.95606 -0.70373
C 3.76727 3.58162 -2.02217
C 2.37845 4.18769 -2.09039
C 4.65651 4.08890 -3.17147
C 4.30224 3.52892 -4.54085
C 4.29368 1.99765 -4.41872
C 3.44025 1.33364 -3.31097
C 1.96764 1.42605 -3.65830
C 3.98675 -0.08483 -3.11938
N 3.74708 2.10980 -2.08425
O 3.15981 1.51448 -0.93651
H 4.74667 5.01015 -0.68489
H 3.81409 3.79861 0.16140
H 5.37828 3.38125 -0.59013
H 2.08037 4.56183 -3.07278
H 1.60569 3.50802 -1.73602
H 2.38680 5.09134 -1.47217
H 4.53215 5.17758 -3.20723
H 5.72749 3.93482 -3.01538
H 3.26723 3.80153 -4.77283
H 4.93783 3.75751 -5.39203
H 5.32878 1.64044 -4.39865
H 3.90604 1.47776 -5.30683
H 1.58535 2.35259 -4.07758
H 1.35833 1.24625 -2.76033
H 1.63971 0.54160 -4.21947
H 5.01043 -0.12577 -2.75532
H 3.90820 -0.64017 -4.05406
H 3.33731 -0.53322 -2.36174
H 3.89948 1.06037 -0.49402
C 4.32038 0.79626 2.45664
O 4.65220 0.56665 1.10945
H 3.47720 1.49610 2.50941
H 3.98707 -0.10512 2.97773
H 5.03314 1.32267 3.09924
H 5.60931 0.49050 1.03891
C 0.52007 0.18728 -0.10930
O 1.64642 0.08447 0.75041
H 0.61946 -0.38261 -1.04272
H -0.39215 -0.03828 0.43530
H 0.44812 1.19950 -0.52918
H 2.34743 0.51882 0.24420
*
```

Calculated values
E = -85361.41165 eV
frontier orbital gap = 8.09 eV
energy relative to the best compared isomer or geometry (same formula, charge and spin) = 95.3 kcal/mol
molecular weight = 1007.63 g/mol
HOMO energy = -0.2870 Ha

No. 2
Below is a cluster of 8 separate species, C56H126ClN7O4 in total in a non-equilibrium geometry, with properties calculated with ωB97M-V/def2-TZVPD.

Structure (ORCA input):
```
! wB97M-V def2-TZVPD RIJCOSX def2/J DEFGRID3
* xyz 6 1
Cl 0.05285 -0.04008 -0.54325
O 0.96719 -1.04889 -0.02443
O -1.34268 -0.26819 -0.20341
O 0.44208 1.24064 0.00578
O 0.17092 0.04649 -1.98277
C -2.51847 3.11056 7.77677
C -1.87905 3.43273 6.43135
C -2.91995 4.10141 5.49484
N -2.63634 4.13507 4.02950
C -1.36363 4.87312 3.80327
C -3.81411 4.89228 3.38694
C -4.85957 3.79858 3.14725
C -4.05741 2.57106 2.75702
C -2.66612 2.78240 3.35286
H -3.50954 2.69823 7.56848
H -2.80016 4.06492 8.23727
H -1.92171 2.62871 8.54290
H -1.51566 2.52913 5.92918
H -1.04576 4.11380 6.61027
H -3.14604 5.09884 5.87045
H -3.86188 3.55985 5.61376
H -0.61576 4.27063 4.31450
H -1.42653 5.85910 4.26328
H -1.13992 5.06388 2.75699
H -3.49638 5.36233 2.45689
H -4.25062 5.68994 3.98522
H -5.42858 4.11562 2.27043
H -5.57616 3.71759 3.96030
H -4.02382 2.40383 1.67859
H -4.47200 1.60942 3.07182
H -1.96049 2.86652 2.52506
H -2.38308 1.96295 4.00363
C -5.21106 5.15912 -4.99680
C -4.26614 3.96590 -4.90293
C -3.31049 3.98130 -3.72042
N -2.35539 2.76930 -3.62761
C -3.13683 1.70839 -2.91568
C -1.87050 2.20026 -4.95416
C -0.81554 3.25978 -5.31143
C -0.13708 3.66078 -3.97627
C -1.12065 3.16408 -2.88384
H -5.83048 5.31595 -4.11205
H -5.89569 5.10124 -5.84065
H -4.65350 6.08653 -5.14843
H -3.80247 3.87227 -5.88556
H -4.88649 3.06962 -4.77785
H -3.79646 4.13475 -2.76071
H -2.57949 4.78722 -3.82694
H -2.45389 0.91493 -2.60212
H -3.92887 1.32078 -3.54981
H -3.55430 2.07541 -1.97886
H -1.47449 1.20990 -4.74426
H -2.68577 2.17402 -5.66903
H -0.02796 2.99070 -6.01467
H -1.27720 4.13202 -5.77329
H 0.76104 3.07861 -3.76466
H 0.20278 4.69220 -4.04406
H -0.58177 2.30423 -2.48352
H -1.35881 3.81736 -2.04748
C 3.43872 1.74850 -2.24951
C 3.86082 3.01689 -1.50782
C 4.21521 2.71991 -0.06156
N 4.54304 4.01894 0.71707
C 3.36853 4.87826 0.96144
C 5.66179 4.82793 0.04769
C 6.45569 5.41918 1.17539
C 6.55215 4.30067 2.18271
C 5.13231 3.61009 2.07061
H 4.22996 1.01068 -2.07604
H 3.29093 1.90801 -3.31633
H 2.52732 1.23222 -1.91675
H 2.96815 3.64263 -1.40592
H 4.63582 3.53135 -2.06811
H 5.14346 2.15959 0.05820
H 3.44312 2.23309 0.53319
H 3.58173 5.80545 1.48520
H 2.51213 4.34612 1.37101
H 2.99933 5.16356 -0.02771
H 5.19012 5.58948 -0.57068
H 6.22576 4.12673 -0.56475
H 5.98199 6.31313 1.58407
H 7.43560 5.73179 0.81153
H 6.62781 4.57357 3.23204
H 7.28581 3.55779 1.87891
H 4.46376 3.91346 2.86762
H 5.48743 2.58390 2.13319
C -6.27545 0.29794 0.02995
C -5.23533 -0.60995 -0.64813
C -5.30340 -1.99139 0.02436
N -4.83899 -3.09397 -0.91275
C -5.82396 -3.51872 -1.97364
C -4.61230 -4.32426 -0.09511
C -3.68214 -5.22875 -0.90587
C -2.87107 -4.28068 -1.82044
C -3.43515 -2.88946 -1.45450
H -6.13327 0.25869 1.11686
H -7.28198 -0.02860 -0.21046
H -6.06953 1.35553 -0.13727
H -4.21054 -0.26067 -0.51011
H -5.51433 -0.73136 -1.69575
H -6.33853 -2.30560 0.15992
H -4.68692 -1.98315 0.91724
H -6.76068 -3.70330 -1.45830
H -5.47768 -4.41322 -2.49041
H -5.85255 -2.80800 -2.79875
H -5.50645 -4.73847 0.37715
H -4.10947 -4.11209 0.85830
H -4.28969 -6.02322 -1.33883
H -3.00020 -5.74599 -0.23409
H -2.86415 -4.42798 -2.89688
H -1.84318 -4.31247 -1.46460
H -3.37893 -2.12176 -2.22285
H -2.85031 -2.51153 -0.61425
C 6.98365 -4.11277 -1.51451
C 5.86955 -3.08741 -1.39023
C 4.85521 -3.53513 -0.27972
N 4.50626 -2.48001 0.73662
C 4.16424 -1.16632 0.11298
C 3.33464 -2.99369 1.57610
C 3.94389 -3.80224 2.68166
C 5.15784 -3.04772 3.06838
C 5.63143 -2.32094 1.79989
H 6.63999 -5.14521 -1.64433
H 7.52704 -4.19885 -0.56894
H 7.65737 -3.98615 -2.35896
H 5.33663 -3.09363 -2.34745
H 6.20663 -2.05204 -1.34213
H 5.30474 -4.38725 0.22086
H 3.88317 -3.71050 -0.73565
H 3.43325 -1.31297 -0.68015
H 5.06525 -0.69055 -0.25828
H 3.64409 -0.58522 0.87155
H 2.74897 -2.15760 1.96660
H 2.58394 -3.50909 0.97489
H 3.20074 -3.83163 3.48387
H 4.11254 -4.86052 2.46721
H 4.80466 -2.25768 3.74076
H 5.88150 -3.62533 3.63755
H 5.71970 -1.27213 2.06172
H 6.55204 -2.78039 1.44919
C -0.44104 -0.05653 8.17721
C -1.38925 -0.77599 7.20429
C -0.56729 -1.71414 6.29778
N -1.45341 -2.41876 5.26245
C -2.75312 -2.98189 5.81276
C -0.66979 -3.61867 4.67546
C 0.18963 -3.06333 3.58119
C -0.71362 -2.08368 2.87513
C -1.75044 -1.62720 3.96850
H 0.09535 0.80644 7.78265
H 0.31330 -0.78391 8.49500
H -0.85651 0.20408 9.14985
H -2.20228 -0.17280 6.79189
H -1.98210 -1.40224 7.88149
H -0.11417 -2.51812 6.86572
H 0.10398 -1.10560 5.69382
H -3.23865 -3.53027 5.01221
H -3.38183 -2.13244 6.06889
H -2.51281 -3.59174 6.67892
H -1.48992 -4.25090 4.34720
H -0.12458 -4.06720 5.50318
H 0.47132 -3.88030 2.91498
H 1.10767 -2.56940 3.89741
H -1.29838 -2.56166 2.09144
H -0.16749 -1.21717 2.51085
H -2.78598 -1.80996 3.69621
H -1.68275 -0.58537 4.28136
C 1.87239 -6.18419 -7.73482
C 1.54213 -5.27788 -6.57717
C 1.89145 -3.82665 -6.85430
N 1.42614 -2.81013 -5.77436
C -0.02739 -3.05758 -5.44548
C 2.24067 -2.96554 -4.47407
C 2.70732 -1.52142 -4.17083
C 1.83040 -0.59778 -5.00243
C 1.65108 -1.40447 -6.30266
H 2.91067 -6.14913 -8.07929
H 1.19223 -6.01575 -8.56809
H 1.85788 -7.24835 -7.48822
H 2.13273 -5.53412 -5.69029
H 0.47490 -5.36511 -6.37837
H 1.33643 -3.44524 -7.71595
H 2.95137 -3.60598 -6.96408
H -0.54846 -3.07226 -6.40126
H -0.31947 -2.18815 -4.86089
H -0.11103 -4.01048 -4.94060
H 1.54394 -3.28959 -3.70978
H 3.17601 -3.50410 -4.58537
H 2.57959 -1.24608 -3.12225
H 3.75225 -1.41687 -4.45797
H 0.85044 -0.35976 -4.59843
H 2.42900 0.27628 -5.26065
H 0.73330 -1.16294 -6.83611
H 2.50283 -1.40457 -6.97671
*
```

Calculated values
E = -91190.56312 eV
frontier orbital gap = 10.49 eV
energy relative to the best compared isomer or geometry (same formula, charge and spin) = 0.0 kcal/mol
molecular weight = 997.12 g/mol
HOMO energy = -0.7932 Ha